{"formula": "C29H30IrN3O2P", "method": "the ωB97M-V functional and the def2-TZVPD basis", "orbital_gap_ev": [5.8, 5.7], "spin_multiplicity": 1, "e_above_lowest_kj_mol": 24.3, "total_charge": 1, "total_energy_ha": -1883.23353, "species": ["Ir", "N", "C", "C", "C", "C", "C", "C", "P", "C", "C", "C", "C", "C", "C", "C", "C", "C", "C", "C", "C", "H", "H", "H", "H", "H", "H", "H", "H", "H", "H", "H", "H", "H", "H", "H", "H", "C", "C", "N", "O", "C", "C", "N", "O", "H", "H", "H", "H", "H", "H", "H", "C", "C", "C", "C", "C", "C", "C", "H", "H", "H", "H", "H", "H", "H"], "coordinates": [[-0.123801, 0.128789, -0.210054], [1.896216, 0.532229, 0.238890], [2.834797, 0.598070, -0.855925], [3.984185, 1.363705, -0.778766], [4.833954, 1.419675, -1.874996], [4.526177, 0.733813, -3.042655], [3.353310, -0.000956, -3.122909], [2.513139, -0.084526, -2.016847], [0.900402, -0.875110, -1.999503], [1.170850, -2.624904, -1.576923], [2.402140, -3.104523, -1.153177], [2.543453, -4.442085, -0.796972], [1.459133, -5.299189, -0.871971], [0.222412, -4.823850, -1.301432], [0.076187, -3.492452, -1.646219], [0.296642, -0.934558, -3.691558], [-0.488063, 0.120979, -4.157050], [-0.939780, 0.128613, -5.467376], [-0.607215, -0.919252, -6.314531], [0.181371, -1.967355, -5.856315], [0.633410, -1.983636, -4.544997], [2.006597, -0.363070, 0.810610], [2.069742, 1.294273, 0.884332], [4.216027, 1.913851, 0.125974], [5.736782, 2.013663, -1.818226], [5.187155, 0.789934, -3.896969], [3.084670, -0.499784, -4.046294], [3.259183, -2.443684, -1.099552], [3.503041, -4.807189, -0.455310], [1.571123, -6.339202, -0.593942], [-0.623591, -5.496161, -1.370101], [-0.890203, -3.123917, -1.976898], [-0.737264, 0.943026, -3.493300], [-1.547985, 0.948418, -5.825800], [-0.961093, -0.919013, -7.337424], [0.444485, -2.779177, -6.521349], [1.246266, -2.804323, -4.195456], [-3.404298, -2.350862, 0.777199], [-2.054715, -1.766250, 0.527483], [-1.856885, -0.806251, -0.319089], [-3.018624, -0.316544, -0.914303], [-0.872231, -2.248981, 1.220002], [-0.841711, -3.460134, 2.084328], [0.177370, -1.498923, 1.018993], [1.313210, -1.724177, 1.545180], [-4.177064, -1.590715, 0.698207], [-3.432603, -2.810657, 1.762419], [-3.627563, -3.119875, 0.032834], [-2.685028, 0.241957, -1.629184], [-1.420814, -4.270601, 1.640308], [-1.245471, -3.253138, 3.079359], [0.190632, -3.780829, 2.202723], [-0.942574, 1.957206, 0.613382], [-0.859993, 1.353433, 1.941529], [0.286266, 1.511388, 2.756033], [0.351910, 0.949089, 4.012246], [-0.723738, 0.212201, 4.504811], [-1.879521, 0.073179, 3.737692], [-1.950489, 0.633630, 2.480329], [-0.283309, 2.795996, 0.415350], [-1.948767, 2.125323, 0.244321], [1.104853, 2.123421, 2.394327], [1.235677, 1.086403, 4.621547], [-0.668230, -0.233861, 5.488898], [-2.728617, -0.469109, 4.135463], [-2.859143, 0.553114, 1.893166]], "forces_ev_per_a": [[1.07, -0.41, 1.07], [0.22, 0.00, 0.41], [-0.04, 0.26, 0.08], [0.12, -0.08, 0.04], [0.00, 0.00, 0.03], [-0.03, -0.02, -0.02], [0.05, -0.15, 0.01], [-0.14, 0.31, -0.22], [0.01, -1.26, 1.04], [0.07, 0.01, -0.40], [0.07, -0.05, 0.01], [0.00, 0.08, 0.04], [-0.05, 0.01, 0.02], [0.02, -0.02, 0.03], [0.01, 0.04, 0.01], [-0.42, 0.47, 0.12], [-0.01, 0.02, -0.01], [-0.01, -0.01, 0.02], [0.03, -0.02, 0.00], [0.00, 0.02, 0.01], [0.03, 0.02, -0.04], [0.25, 0.39, -0.14], [-0.03, 0.10, -0.03], [0.01, -0.02, -0.02], [-0.02, -0.01, -0.01], [-0.02, 0.02, 0.01], [0.00, 0.00, 0.02], [-0.02, -0.01, 0.00], [0.00, 0.00, -0.03], [0.00, 0.01, -0.02], [0.01, 0.01, 0.01], [0.03, -0.01, -0.04], [0.02, 0.00, 0.00], [0.00, -0.01, 0.00], [0.01, 0.00, 0.02], [-0.01, 0.01, 0.00], [-0.03, -0.01, 0.03], [0.07, -0.06, -0.08], [0.01, -0.40, -0.18], [-1.42, 0.37, 0.21], [0.11, -0.21, -0.11], [-0.28, 0.43, 0.01], [0.03, 0.07, 0.12], [0.70, -0.90, -1.27], [-0.25, 0.39, -0.01], [0.00, 0.02, 0.02], [-0.01, 0.00, -0.02], [0.01, 0.01, 0.01], [-0.04, 0.06, 0.04], [0.00, 0.04, -0.02], [0.01, 0.00, -0.02], [0.01, -0.01, -0.01], [0.04, 0.30, -1.79], [0.01, -0.12, 0.64], [-0.31, -0.08, -0.28], [-0.14, -0.19, 0.17], [0.00, 0.03, -0.07], [0.19, -0.05, 0.22], [0.22, 0.18, -0.24], [-0.09, 0.16, 0.30], [-0.06, 0.20, 0.23], [-0.02, 0.06, 0.07], [-0.01, 0.00, 0.00], [-0.01, 0.02, -0.01], [0.00, 0.02, 0.01], [0.01, 0.01, 0.02]], "mulliken_charge": [1.547, -0.374, 0.412, -0.645, -0.696, -0.812, -0.928, -0.207, 1.498, 0.382, -0.510, -0.789, -0.628, -0.873, -0.210, 0.530, -0.474, -0.839, -0.513, -0.799, -0.214, 0.540, 0.175, 0.507, 0.418, 0.446, 0.508, 0.413, 0.431, 0.417, 0.474, 0.446, 0.467, 0.431, 0.413, 0.427, 0.509, -1.777, -0.277, 0.849, -0.527, 0.821, -2.100, 0.545, -0.957, 0.478, 0.446, 0.327, 0.393, 0.458, 0.359, 0.442, -1.735, 0.283, -0.127, -0.943, -0.433, -0.755, 0.062, 0.458, 0.474, 0.606, 0.439, 0.431, 0.468, 0.415]}